--- i ---
Computed, not measured: a 2-piece molecular cluster, C5H9FO overall, with wB97M-V/def2-TZVPD.

XYZ file:
```
16
Properties=species:S:1:pos:R:3:mulliken_charge:R:1
C 0.51643 0.07456 0.65039 0.801
C 0.95733 1.09253 -0.17968 -0.529
C 1.40916 -0.42131 1.81293 -1.358
C -1.54937 -0.28014 -1.85229 -0.557
C -1.68434 1.08327 -1.26050 -0.187
O 1.06121 -0.21224 -0.66202 -0.472
F -1.65356 2.16673 -2.09624 -0.303
H -0.52885 -0.25184 0.80460 0.262
H 1.28061 2.09455 -0.51864 0.333
H 2.44788 -0.23417 1.61845 0.364
H 1.49487 -1.47408 2.06869 0.327
H 1.15959 0.14945 2.86721 0.248
H -1.51097 -0.16534 -2.99300 0.313
H -2.41556 -0.90583 -1.51585 0.231
H -0.53154 -0.71085 -1.49625 0.205
H -2.44865 1.27702 -0.54444 0.322
```

HOMO energy (alpha / beta), eV: -7.6 / -7.9
Orbital gap (alpha / beta), eV: 8.58 / 8.68

***

--- ii ---
Computed, not measured: one molecule with the formula C5H9FO, with wB97M-V/def2-TZVPD.

XYZ file:
```
16
Properties=species:S:1:pos:R:3:mulliken_charge:R:1
O 1.62900 -1.62539 -0.56983 -0.545
C 0.21163 -1.76725 -0.38900 -0.736
C -0.57985 -0.76663 -1.18640 -0.094
C -0.96150 0.47793 -0.80248 -0.281
C -0.64969 1.34186 0.37285 -0.532
C 0.55271 1.04692 1.24927 -0.285
F 1.70321 1.02665 0.48230 -0.312
H 1.85395 -0.80758 -0.11343 0.391
H -0.01357 -2.77373 -0.60205 0.344
H -0.00355 -1.67629 0.67673 0.237
H -1.00035 -1.04625 -2.15614 0.330
H -1.60738 0.97743 -1.53886 0.294
H -1.56179 1.32857 0.93669 0.334
H -0.59017 2.34325 -0.02212 0.343
H 0.37532 0.04884 1.65206 0.222
H 0.64203 1.87166 2.01039 0.290
```

HOMO energy, eV: -9.5
Orbital gap, eV: 10.44
Structure (SMILES): OC/C=C\CCF

***

--- iii ---
Computed, not measured: one molecule with the formula C5H9FO, with wB97M-V/def2-TZVPD.

XYZ file:
```
16
Properties=species:S:1:pos:R:3:mulliken_charge:R:1
C -0.83699 -1.23920 -1.51676 -1.280
C -0.11414 -0.45331 -0.51385 0.980
C -0.64485 0.36898 0.35310 -0.751
C -0.00316 1.32133 1.29895 -0.451
O -0.74564 1.23468 2.52713 -0.540
C 1.34537 -0.67560 -0.57884 -0.293
F 1.73850 -0.78919 -1.89837 -0.320
H -0.58628 -0.90112 -2.48175 0.321
H -0.45651 -2.29431 -1.46756 0.326
H -1.96216 -1.17996 -1.39639 0.326
H -1.73199 0.53750 0.37142 0.269
H -0.04468 2.36567 0.86469 0.247
H 1.06078 1.17438 1.48734 0.331
H -0.45983 1.94945 3.12389 0.305
H 1.87415 0.19391 -0.15329 0.301
H 1.56746 -1.61321 -0.01973 0.228
```

HOMO energy, eV: -9.4
Orbital gap, eV: 10.20
Structure (SMILES): C/C(=C/CO)CF

***

Unit: kJ/mol. Relative energies: i 476.4; ii 15.0; iii 0.0.

***

--- i ---
Computed, not measured: an isolated ion of composition C6H13N2O and charge +1, with wB97M-V/def2-TZVPD.

XYZ file:
```
22
Properties=species:S:1:pos:R:3:mulliken_charge:R:1
C 1.90778 1.87573 0.18124 -0.093
C 1.79872 -0.44636 0.45416 0.651
C 2.60699 -1.59026 0.26593 -1.214
C -2.09645 -1.06989 -0.10674 -1.623
C -2.07320 1.36066 -0.86133 -0.968
C -1.73137 0.33807 0.23505 0.673
N 0.49307 -0.54855 0.41039 0.248
N -0.25136 0.49620 0.44879 -0.561
O 2.43960 0.72292 0.33205 -0.216
H 0.86639 2.27253 0.29300 0.271
H 2.77591 2.56321 0.20976 0.329
H 2.38420 -2.45491 0.88965 0.374
H 3.69879 -1.40540 0.27028 0.338
H 2.45917 -2.03194 -0.73274 0.337
H -1.81326 -1.47354 -1.13500 0.414
H -1.86787 -1.83046 0.64548 0.484
H -3.22309 -1.10708 -0.27845 0.367
H -2.82531 2.07178 -0.55547 0.333
H -2.24538 1.00984 -1.86329 0.315
H -1.09397 1.96538 -0.67832 0.161
H -2.25944 0.71528 1.08774 0.235
H 0.05008 -1.43319 0.48784 0.146
```

Charge: +1
HOMO energy (alpha / beta), eV: -12.6 / -13.0
Orbital gap (alpha / beta), eV: 7.38 / 8.27

***

--- ii ---
Computed, not measured: an isolated ion of composition C6H13N2O and charge +1, with wB97M-V/def2-TZVPD.

XYZ file:
```
22
Properties=species:S:1:pos:R:3:mulliken_charge:R:1
C 1.34986 -2.77258 1.19437 -1.188
C 1.00496 -1.38522 1.64390 0.130
N 0.59447 -0.43039 0.86396 0.574
O 0.16457 0.66276 1.26847 -0.667
C 0.45753 -0.83239 -0.60153 -1.053
C 0.30561 0.45489 -1.25661 0.016
N -0.61476 1.25106 -0.85268 0.086
C -0.55354 2.67051 -1.20418 -0.868
C -1.98346 0.90890 -0.18419 -0.863
H 1.84478 -3.30169 2.03950 0.306
H 1.87861 -2.55184 0.31984 0.400
H 0.44472 -3.35429 0.94516 0.300
H 1.17293 -1.04338 2.71916 0.406
H 1.31609 -1.40112 -0.71528 0.541
H -0.41151 -1.42406 -0.58623 0.427
H 1.14963 0.85382 -1.71757 0.391
H -0.70204 3.22466 -0.31780 0.388
H 0.53208 2.91401 -1.53032 0.259
H -1.22513 3.10807 -1.93685 0.329
H -2.65626 1.29969 -0.88886 0.437
H -2.14780 -0.16051 -0.10124 0.293
H -1.92136 1.30908 0.89898 0.358
```

Charge: +1
HOMO energy, eV: -12.6
Orbital gap, eV: 8.18
Structure (SMILES): C/C=[N+](/[O-])CC=[N+](C)C

***

Unit: kJ/mol. Relative energies: i 89.3; ii 0.0.

***

--- i ---
Computed, not measured: an isolated ion of composition C6H13N2O and charge +1, with wB97M-V/def2-TZVPD.

XYZ file:
```
22
Properties=species:S:1:pos:R:3:mulliken_charge:R:1
C -3.35245 0.11429 -0.02547 -0.453
O -2.06892 -0.20762 0.66621 -0.286
N -0.87827 -0.36557 -0.11396 0.165
C -0.35429 -1.73612 -0.25797 -0.509
C 1.14959 -1.60256 -0.37967 -0.666
N 1.35246 -0.12406 -0.06055 0.145
C 2.70281 0.33172 -0.18734 -0.886
C 0.33080 0.52303 0.23615 0.556
C 0.30981 1.93054 0.61207 -1.354
H -3.40381 1.19988 -0.01494 0.238
H -4.16500 -0.20892 0.70422 0.241
H -3.37983 -0.39227 -1.01739 0.272
H -0.83866 -1.98265 -1.24595 0.337
H -0.60177 -2.17952 0.66169 0.349
H 1.67119 -2.22168 0.33148 0.335
H 1.57282 -1.67871 -1.33181 0.447
H 2.61862 1.32881 -0.65076 0.378
H 3.19137 -0.27360 -0.92972 0.330
H 3.11712 0.50720 0.86493 0.310
H -0.68063 2.39236 0.88521 0.295
H 0.66716 2.54819 -0.17836 0.399
H 1.03988 2.09729 1.43196 0.355
```

Charge: +1
HOMO energy, eV: -13.4
Orbital gap, eV: 10.07
Structure (SMILES): CON1CC[N+](C)=C1C

***

--- ii ---
Computed, not measured: an isolated ion of composition C6H13N2O and charge +1, with wB97M-V/def2-TZVPD.

XYZ file:
```
22
Properties=species:S:1:pos:R:3:mulliken_charge:R:1
C 1.39403 -1.05715 1.97194 -1.369
C 0.55523 -0.14338 1.11617 0.120
C -0.76764 -0.78959 0.69190 -0.481
C -2.08250 -0.09909 0.72264 -1.408
C 0.30166 -0.53156 -0.31764 0.946
O 1.06828 -1.34508 -1.12312 -0.646
C 0.22251 1.02416 -1.38063 0.333
N 0.69535 0.78315 -2.59665 -0.390
N -0.15885 2.17626 -0.96689 -0.257
H 1.90023 -0.36206 2.70126 0.344
H 2.04397 -1.66043 1.36744 0.343
H 0.71537 -1.66290 2.52525 0.330
H 0.61758 0.88809 1.45829 0.235
H -0.85857 -1.79435 0.87744 0.627
H -2.84339 -0.53818 0.16404 0.407
H -1.89672 0.96230 0.47394 0.105
H -2.39376 0.03425 1.72687 0.404
H 0.68672 -2.17143 -1.48105 0.379
H 0.83107 -0.26867 -2.72847 0.298
H 0.56454 1.38729 -3.44081 0.249
H -0.44728 2.33410 -0.05863 0.196
H -0.14782 2.83428 -1.70329 0.234
```

Charge: +1
HOMO energy, eV: -13.9
Orbital gap, eV: 11.03
Structure (SMILES): C[C@@H]1[C@@H](C)C1(O)C(N)=[NH2+]

***

--- iii ---
Computed, not measured: an isolated ion of composition C6H13N2O and charge +1, with wB97M-V/def2-TZVPD.

XYZ file:
```
22
Properties=species:S:1:pos:R:3:mulliken_charge:R:1
C 0.22007 1.67491 -1.52113 -0.149
N -0.08392 0.72844 -0.76685 0.305
N 0.96191 0.19217 0.18826 -0.259
C 2.28974 -0.08465 -0.31743 0.624
C 3.18970 -0.86554 0.54950 -0.983
O 2.55744 0.42050 -1.35888 -0.551
C -1.40172 0.13474 -0.47662 0.207
C -2.06439 0.84361 0.69183 -1.340
C -1.27448 -1.41662 -0.45857 -1.280
H 1.22224 2.06652 -1.52457 0.295
H -0.58011 2.06407 -2.16111 0.292
H 0.46997 -0.44954 0.94161 0.340
H 2.59390 -1.63656 1.02988 0.332
H 3.43324 -0.07594 1.22603 0.321
H 4.03529 -1.16044 -0.11279 0.319
H -2.12070 0.41547 -1.34666 0.303
H -2.70885 0.24802 1.31917 0.394
H -1.41267 1.40318 1.52237 0.297
H -2.66522 1.65694 0.50634 0.454
H -1.51542 -1.95413 0.56966 0.362
H -0.38940 -1.69907 -1.03701 0.328
H -2.18566 -1.78348 -1.08732 0.388
```

Charge: +1
HOMO energy, eV: -14.6
Orbital gap, eV: 10.37
Structure (SMILES): C=[N+](NC(C)=O)C(C)C

***

--- iv ---
Computed, not measured: an isolated ion of composition C6H13N2O and charge +1, with wB97M-V/def2-TZVPD.

XYZ file:
```
22
Properties=species:S:1:pos:R:3:mulliken_charge:R:1
C 2.53671 0.68029 -0.89375 -1.319
C 2.04650 0.34790 0.51624 0.330
O 0.90225 1.02527 0.86430 -0.558
C 1.75098 -1.16520 0.66313 -0.616
N 0.36366 -1.31083 0.21553 -0.179
C -0.41292 -0.28961 0.29878 0.809
N -1.60911 0.11725 0.14860 -0.026
C -1.95102 1.51704 0.33016 -0.884
C -2.71897 -0.79140 -0.09983 -0.957
H 3.48660 0.19222 -1.08726 0.406
H 2.67369 1.75334 -0.99138 0.358
H 1.80996 0.35875 -1.63704 0.283
H 2.80634 0.63505 1.25743 0.395
H 2.40935 -1.76722 0.03820 0.374
H 1.82798 -1.49174 1.70333 0.304
H 0.06642 -2.24110 -0.06147 0.244
H -2.67961 1.61516 1.13478 0.363
H -1.05152 2.07321 0.58356 0.292
H -2.38194 1.91043 -0.59002 0.352
H -2.38744 -1.69638 -0.60464 0.367
H -3.20658 -1.06238 0.83847 0.346
H -3.44546 -0.28314 -0.73299 0.316
```

Charge: +1
HOMO energy, eV: -14.2
Orbital gap, eV: 9.89
Structure (SMILES): C[C@@H]([O-])C[NH+]=C=[N+](C)C

***

Unit: kJ/mol. Relative energies: i 114.4; ii 0.0; iii 80.7; iv 17.5.

***

--- i ---
Computed, not measured: a 2-piece molecular cluster, C3H9S2 overall, with wB97M-V/def2-TZVPD.

XYZ file:
```
14
Properties=species:S:1:pos:R:3:mulliken_charge:R:1
C 1.70430 2.41203 -0.64022 -0.700
S 1.19597 1.84759 1.10070 -0.198
H 2.13684 1.34333 -1.01355 0.181
H 0.75373 2.65597 -1.26138 0.242
H 2.69648 2.98881 -0.64521 0.305
C -2.66803 -1.52304 -1.01228 -0.874
C -1.66075 -1.73207 0.08065 -0.458
S 0.13872 -1.49121 -0.20725 -0.694
H -2.47657 -2.00052 -2.04051 0.241
H -2.82504 -0.39875 -1.26340 0.205
H -3.68106 -1.92764 -0.73296 0.274
H -1.97173 -1.14196 0.98859 0.200
H -1.70230 -2.74585 0.37650 0.206
H 1.46142 0.58301 0.72774 0.070
```

Charge: -1
HOMO energy, eV: -2.4
Orbital gap, eV: 5.91

***

--- ii ---
Computed, not measured: a 2-piece molecular cluster, C3H9S2 overall, with wB97M-V/def2-TZVPD.

XYZ file:
```
14
Properties=species:S:1:pos:R:3:mulliken_charge:R:1
C -1.53625 -0.68529 -1.52669 -0.864
S -1.33760 -1.99018 -0.21616 -0.680
H -1.46684 0.43658 -1.16516 0.179
H -0.60089 -0.44628 -2.02301 0.240
H -2.28806 -0.75718 -2.40784 0.286
C 1.39133 -0.20085 1.07745 -0.488
S 1.00290 1.47710 1.01741 -0.154
C 0.72182 1.78169 -0.73071 -0.158
H 2.00488 -0.39855 2.01712 0.253
H 1.85971 -0.50391 0.10243 0.219
H 0.45067 -0.72919 1.10687 0.059
H 1.68785 1.91421 -1.35588 0.291
H 0.35050 0.84882 -1.14566 -0.546
H -0.10406 2.47155 -0.86927 0.362
```

Charge: -1
HOMO energy, eV: -2.4
Orbital gap, eV: 5.76

***

--- iii ---
Computed, not measured: a 2-piece molecular cluster, C3H9S2 overall, with wB97M-V/def2-TZVPD.

XYZ file:
```
14
Properties=species:S:1:pos:R:3:mulliken_charge:R:1
C 3.07854 0.56775 -0.99842 -0.976
C 1.56985 0.42725 -1.19959 -0.524
S 0.69413 0.18813 0.36591 -0.687
H 3.45285 -0.17518 -0.30521 0.262
H 3.29397 1.55286 -0.57963 0.227
H 3.60142 0.49625 -1.96626 0.334
H 1.35183 -0.38280 -1.90680 0.200
H 1.18697 1.32730 -1.69579 0.187
C -2.59683 -0.53744 1.16748 -0.703
S -4.40515 -0.64206 1.33111 -0.257
H -2.17481 -1.48201 0.84754 0.337
H -2.42021 0.19388 0.38623 0.243
H -2.12427 -0.20259 2.08282 0.283
H -4.50830 -1.33135 2.47062 0.074
```

Charge: -1
HOMO energy, eV: -2.4
Orbital gap, eV: 5.44

***

Unit: kJ/mol. Relative energies: i 103.4; ii 125.6; iii 0.0.